1.
{
  "formula": "C10H34O12",
  "method": "wB97M-V/def2-TZVPD",
  "orbital_gap_ev": 9.4,
  "de_lowest_kj_mol": 273.6,
  "smiles": "OCCO.OCCO.OCCO.OCCO.OCCO.O.O",
  "fmax_ev_per_a": 4.1,
  "species": ["O", "C", "C", "O", "H", "H", "H", "H", "H", "H", "O", "C", "C", "O", "H", "H", "H", "H", "H", "H", "O", "C", "C", "O", "H", "H", "H", "H", "H", "H", "O", "C", "C", "O", "H", "H", "H", "H", "H", "H", "O", "C", "C", "O", "H", "H", "H", "H", "H", "H", "O", "H", "H", "O", "H", "H"],
  "coordinates": [[-0.2946, -0.7541, 6.0206], [-0.0306, -0.3551, 4.7176], [0.2494, -1.5931, 3.8896], [0.0104, -1.1981, 2.5086], [-1.1376, -1.1691, 5.9006], [-0.9316, 0.1399, 4.2816], [0.8204, 0.3309, 4.7346], [-0.4536, -2.4141, 4.0696], [1.2254, -2.0221, 4.1016], [0.1564, -1.9921, 1.8836], [-3.5746, -1.0121, -0.6844], [-3.0216, -0.3851, 0.4866], [-4.0866, 0.6019, 1.0586], [-3.3806, 1.5609, 1.7856], [-3.0836, -0.6721, -1.4084], [-2.5126, -0.9961, 1.2066], [-2.1836, 0.1609, -0.0744], [-4.8156, 0.0949, 1.6896], [-4.5846, 1.0979, 0.2386], [-3.8076, 1.6579, 2.6256], [4.1774, -2.1401, -4.2344], [4.4264, -1.4681, -3.0364], [3.1364, -1.2121, -2.3144], [3.3554, -0.6711, -1.0194], [3.8434, -1.4751, -4.7404], [5.1234, -2.0361, -2.3494], [4.9824, -0.4481, -3.1654], [2.5804, -2.0911, -2.2234], [2.4474, -0.5111, -2.8744], [3.0334, 0.2289, -0.8134], [-1.7256, -0.1811, -2.6004], [-1.3216, 1.1879, -2.6394], [-0.3026, 1.2429, -3.7734], [-0.0596, 2.4139, -4.4134], [-1.8856, -0.6111, -3.4844], [-2.0816, 1.8489, -2.8184], [-0.8496, 1.4819, -1.6844], [-0.6416, 0.5569, -4.5494], [0.5874, 0.7429, -3.3404], [0.2634, 3.0429, -3.7564], [-0.9456, 3.1039, 1.8486], [-0.2196, 1.9339, 1.7256], [1.0154, 2.2829, 0.9556], [1.8464, 1.1289, 0.8106], [-0.5276, 3.6369, 2.4376], [-0.0986, 1.5539, 2.7066], [-0.8286, 1.2709, 1.1816], [1.5054, 3.2189, 1.3946], [0.6734, 2.4959, -0.0414], [1.3254, 0.5329, 0.2466], [0.8704, -2.8591, 0.3876], [-0.0476, -3.0841, 0.2926], [1.3304, -3.5461, -0.0834], [0.4174, -0.6271, -1.0264], [-0.4016, -0.5861, -1.4754], [0.4344, -1.4401, -0.5624]],
  "lowdin_charge": [-0.049, -0.278, -0.209, -0.117, 0.074, 0.126, 0.129, 0.116, 0.120, 0.073, -0.087, -0.193, -0.223, -0.057, 0.003, 0.099, 0.107, 0.121, 0.112, 0.079, -0.018, -0.274, -0.279, -0.075, 0.030, 0.138, 0.149, 0.087, 0.119, 0.073, -0.115, -0.186, -0.290, -0.009, 0.149, 0.100, 0.122, 0.125, 0.113, 0.107, -0.024, -0.270, -0.214, -0.081, 0.032, 0.095, 0.078, 0.149, 0.099, 0.033, -0.010, 0.063, 0.079, -0.010, -0.016, -0.015]
}

***

2.
{
  "formula": "C10H35N13O7",
  "method": "wB97M-V/def2-TZVPD",
  "orbital_gap_ev": 9.0,
  "de_lowest_kj_mol": 65.8,
  "smiles": "COC[C@H](C)N.NC(N)=O.NC(N)=O.NC(N)=O.NC(N)=O.NC(N)=O.NC(N)=O",
  "fmax_ev_per_a": 1.6,
  "species": ["C", "O", "C", "C", "C", "N", "H", "H", "H", "H", "H", "H", "H", "H", "H", "H", "H", "N", "C", "N", "O", "H", "H", "H", "H", "N", "C", "N", "O", "H", "H", "H", "H", "N", "C", "N", "O", "H", "H", "H", "H", "N", "C", "N", "O", "H", "H", "H", "H", "N", "C", "N", "O", "H", "H", "H", "H", "N", "C", "N", "O", "H", "H", "H", "H"],
  "coordinates": [[4.9380, 1.2570, -8.0890], [3.5579, 1.2753, -7.8244], [3.0827, 0.0187, -7.3976], [1.6780, 0.0880, -6.8107], [1.5097, 1.2353, -5.8330], [1.3655, -1.1844, -6.1569], [5.1751, 0.4587, -8.8051], [5.5301, 1.0883, -7.1826], [5.2063, 2.2207, -8.5165], [3.0037, -0.5938, -8.3135], [3.7311, -0.5596, -6.7263], [0.9761, 0.2352, -7.6372], [0.4831, 1.2508, -5.4473], [1.6716, 2.2014, -6.3049], [2.1277, 1.1152, -4.9396], [1.3710, -1.9563, -6.8191], [2.0711, -1.3830, -5.4557], [-5.4388, -0.3984, -8.8389], [-4.3850, -1.2470, -9.0680], [-4.5325, -2.5119, -8.5610], [-3.3835, -0.8582, -9.6493], [-5.4031, 0.5092, -9.2620], [-6.2397, -0.6633, -8.2967], [-3.7630, -3.1492, -8.6369], [-5.3132, -2.6553, -7.9485], [1.5163, -6.2625, -9.0462], [0.3968, -7.0391, -8.9391], [-0.4021, -6.7389, -7.8631], [0.0924, -7.8939, -9.7559], [1.7600, -5.6418, -8.2935], [2.1546, -6.3904, -9.8055], [-0.0821, -6.1550, -7.1096], [-1.1680, -7.3606, -7.6841], [5.8419, -4.8722, -6.9325], [4.8949, -3.8815, -7.0032], [3.9573, -4.0283, -7.9857], [4.8721, -2.9656, -6.2024], [6.5638, -4.7016, -6.2563], [5.9673, -5.6238, -7.5828], [4.0140, -4.7559, -8.6748], [3.2205, -3.3541, -8.1352], [2.2122, -4.1797, -13.6716], [1.2160, -3.3126, -14.0599], [0.2071, -3.8959, -14.7956], [1.2276, -2.1361, -13.7630], [2.3468, -5.0829, -14.0885], [2.9819, -3.8233, -13.1360], [0.3613, -4.8261, -15.1399], [-0.3481, -3.2358, -15.3094], [-0.9435, -2.4756, -8.9870], [0.2316, -3.0295, -9.3853], [0.2062, -3.6347, -10.6133], [1.3018, -2.9159, -8.7817], [-0.9009, -1.9142, -8.1545], [-1.7558, -2.4736, -9.5754], [1.1488, -3.8348, -10.8944], [-0.5613, -3.6211, -11.2562], [-1.6596, -1.4503, -5.9452], [-2.0049, -2.6076, -5.3009], [-3.3524, -2.7604, -5.0718], [-1.1963, -3.4678, -4.9988], [-0.6723, -1.2161, -6.0252], [-2.3828, -0.8025, -6.1995], [-3.9788, -2.0017, -5.2685], [-3.6886, -3.5143, -4.5046]],
  "lowdin_charge": [-0.116, -0.184, -0.220, -0.430, -0.060, 0.043, 0.087, 0.090, 0.084, 0.123, 0.115, 0.139, 0.069, 0.075, 0.084, 0.048, 0.091, 0.148, -0.674, 0.162, 0.017, 0.104, 0.090, 0.093, 0.090, 0.152, -0.684, 0.154, 0.011, 0.072, 0.095, 0.095, 0.098, 0.142, -0.677, 0.162, 0.023, 0.099, 0.088, 0.080, 0.055, 0.140, -0.692, 0.144, 0.034, 0.089, 0.099, 0.088, 0.102, 0.191, -0.632, 0.170, -0.024, 0.070, 0.065, 0.084, 0.102, 0.147, -0.681, 0.136, 0.018, 0.052, 0.090, 0.078, 0.096]
}

***

3.
{
  "formula": "C10H36BF4O8",
  "method": "wB97M-V/def2-TZVPD",
  "orbital_gap_ev": 10.2,
  "de_lowest_kj_mol": 113.9,
  "fmax_ev_per_a": 4.2,
  "total_charge": -1,
  "species": ["B", "F", "F", "F", "F", "C", "O", "H", "H", "H", "H", "C", "O", "H", "H", "H", "H", "C", "O", "H", "H", "H", "H", "C", "O", "H", "H", "H", "H", "C", "O", "H", "H", "H", "H", "C", "O", "H", "H", "H", "H", "C", "C", "O", "H", "H", "H", "H", "H", "H", "C", "C", "O", "H", "H", "H", "H", "H", "H"],
  "coordinates": [[0.6482, 0.8978, -0.0955], [0.2048, 0.3190, -1.2601], [1.7852, 1.6471, -0.2963], [-0.3356, 1.6854, 0.3519], [0.7343, -0.0912, 0.8372], [-0.4164, 2.8106, -4.6447], [0.0273, 1.4091, -4.9464], [-0.6794, 3.3785, -5.5371], [-1.1734, 2.7704, -3.8616], [0.4454, 3.3708, -4.2819], [0.2200, 1.0344, -4.0837], [0.1238, 6.2174, -0.8300], [-0.9941, 5.3895, -0.6702], [0.6956, 5.9309, -1.7127], [-0.3126, 7.2090, -0.9497], [0.7486, 6.2290, 0.0630], [-0.6295, 4.5468, -0.3901], [5.5654, -1.6699, 1.9070], [5.6569, -2.0543, 3.2459], [6.2676, -2.0868, 1.1850], [4.5457, -1.8492, 1.5663], [5.9028, -0.6340, 1.8716], [4.7425, -2.0636, 3.5381], [-0.0639, 4.1477, 3.5834], [1.1981, 3.7769, 2.9395], [-0.7517, 3.3098, 3.4695], [-0.0824, 4.2605, 4.6674], [-0.4918, 5.0473, 3.1411], [1.0489, 3.2008, 2.1862], [0.8641, -1.2840, 6.0942], [1.7475, -1.3802, 4.9119], [0.1850, -0.4452, 5.9407], [0.3823, -2.2617, 6.0953], [1.4206, -1.1830, 7.0259], [1.1977, -1.0784, 4.1852], [-0.4027, -4.7233, 0.5418], [0.9934, -4.4087, 0.3428], [-0.4979, -5.7510, 0.8922], [-0.7801, -4.1265, 1.3722], [-0.9739, -4.3619, -0.3134], [1.1232, -3.4770, 0.1515], [-3.6661, -0.4379, 1.2424], [-4.4857, 0.6463, 0.4969], [-3.7310, 1.0186, -0.7088], [-2.6054, -0.2197, 1.3664], [-3.8248, -1.3753, 0.7093], [-4.1218, -0.5863, 2.2214], [-4.5346, 1.5308, 1.1320], [-5.5239, 0.3582, 0.3321], [-2.7999, 1.1039, -0.4911], [0.3033, -4.5188, -4.6722], [-0.7219, -3.5351, -5.2798], [-1.9412, -4.1316, -5.0335], [0.2015, -5.5475, -5.0179], [0.0264, -4.4629, -3.6195], [1.3062, -4.1030, -4.7686], [-0.4882, -3.4227, -6.3385], [-0.7035, -2.5610, -4.7910], [-2.5795, -3.4148, -5.0130]],
  "lowdin_charge": [-1.481, 0.119, 0.130, 0.152, 0.128, -0.109, -0.152, 0.066, 0.075, 0.062, 0.048, -0.180, -0.119, 0.074, 0.074, 0.076, 0.066, -0.182, -0.118, 0.069, 0.085, 0.073, 0.068, -0.137, -0.128, 0.069, 0.064, 0.066, 0.053, -0.120, -0.148, 0.074, 0.068, 0.069, 0.060, -0.144, -0.139, 0.076, 0.063, 0.073, 0.068, -0.088, -0.271, -0.101, 0.072, 0.067, 0.060, 0.092, 0.101, 0.055, -0.078, -0.351, -0.078, 0.072, 0.065, 0.070, 0.100, 0.115, 0.086]
}

***

4.
{
  "formula": "C10H36F3O12S",
  "method": "wB97M-V/def2-TZVPD",
  "orbital_gap_ev": 10.1,
  "de_lowest_kj_mol": 0.0,
  "fmax_ev_per_a": 1.4,
  "total_charge": -1,
  "species": ["C", "F", "F", "F", "S", "O", "O", "O", "O", "H", "H", "O", "H", "H", "O", "H", "H", "O", "H", "H", "O", "H", "H", "O", "H", "H", "C", "C", "C", "O", "H", "H", "H", "H", "H", "H", "H", "H", "C", "C", "C", "O", "H", "H", "H", "H", "H", "H", "H", "H", "C", "C", "C", "O", "H", "H", "H", "H", "H", "H", "H", "H"],
  "coordinates": [[-0.9272, -1.2643, -0.7632], [-1.8100, -2.2428, -0.5129], [0.2978, -1.7619, -0.6837], [-1.1291, -0.8356, -2.0133], [-1.1414, 0.1172, 0.4016], [-2.5383, 0.4653, 0.2856], [-0.7168, -0.3800, 1.7018], [-0.2143, 1.0964, -0.1283], [-1.5427, 3.4255, -1.2810], [-1.1811, 2.8227, -0.6132], [-1.0257, 3.2258, -2.0664], [-4.1534, 2.7308, 1.3612], [-3.6126, 1.9453, 1.2051], [-4.5945, 2.5549, 2.1962], [1.8102, -1.8772, 1.9943], [2.2092, -1.1311, 1.5224], [0.8777, -1.6244, 2.0318], [-2.2690, -1.9464, 3.3695], [-1.6589, -1.4683, 2.7774], [-2.0604, -2.8753, 3.2439], [-3.6654, 1.5000, -2.5672], [-3.7997, 0.7137, -2.0233], [-3.3292, 2.1598, -1.9465], [-5.0929, -0.3831, -0.3594], [-5.1384, -1.3380, -0.4578], [-4.2043, -0.2071, -0.0100], [2.4923, 0.7776, -1.9487], [3.2931, 0.8980, -0.6602], [3.9732, 2.2674, -0.5313], [2.4912, 0.6286, 0.4906], [1.9007, 1.6879, -2.0961], [1.7636, -0.0318, -1.8685], [3.1248, 0.5956, -2.8153], [4.0762, 0.1323, -0.6430], [4.7990, 2.1885, 0.1785], [3.2597, 3.0242, -0.2160], [4.4353, 2.5379, -1.4860], [1.5934, 0.9755, 0.3457], [2.1093, -4.3180, -4.1881], [0.8865, -4.2713, -3.2911], [-0.1845, -3.3611, -3.8296], [0.3780, -5.5832, -3.0773], [2.4918, -3.3250, -4.4274], [1.9680, -4.9339, -5.0750], [2.9271, -4.7678, -3.6058], [1.1924, -3.9353, -2.3001], [-1.0772, -3.3597, -3.2107], [-0.4222, -3.6517, -4.8567], [0.1858, -2.3308, -3.8555], [0.2657, -6.0188, -3.9277], [0.6383, 3.5679, 3.3488], [-0.0208, 2.3312, 3.9232], [0.5290, 1.9454, 5.2750], [-1.4347, 2.5310, 3.9763], [-0.0166, 4.0875, 2.6551], [1.5185, 3.2620, 2.7685], [1.0669, 4.2017, 4.1333], [0.1684, 1.5473, 3.1772], [1.6222, 1.8849, 5.2234], [0.1389, 0.9813, 5.5952], [0.3164, 2.7361, 5.9984], [-1.8392, 1.6765, 4.1566]],
  "lowdin_charge": [-0.668, 0.133, 0.143, 0.132, 0.554, -0.292, -0.306, -0.300, -0.060, -0.001, 0.036, -0.058, -0.012, 0.028, -0.080, -0.001, -0.011, -0.079, -0.024, 0.024, -0.074, -0.006, 0.004, -0.062, 0.033, -0.018, -0.052, -0.472, -0.057, -0.079, 0.083, 0.062, 0.077, 0.134, 0.071, 0.079, 0.073, 0.043, -0.063, -0.509, -0.062, -0.050, 0.078, 0.076, 0.081, 0.134, 0.074, 0.083, 0.079, 0.080, -0.051, -0.507, -0.060, -0.050, 0.082, 0.075, 0.073, 0.116, 0.082, 0.077, 0.080, 0.084]
}

***

In the order shown, the computed E_LUMO values come out to 0.0055; 0.2080; 2.5510; 2.5470 eV.